No. 1
The following is a quantum chemistry calculation of a molecular structure, C18H25BIrN8O3 at a distorted geometry, from the OMol25 dataset.

Results
E_HOMO (spin up / spin down): -15.0 / -15.5 eV
<S²>: 8.7743
2S+1: 6
Total charge: +2
Relative energy (zero: lowest compared OMol25 entry of this formula, charge and spin): 0.0 kcal/mol

The geometry in XYZ format:
```
56
C18H25BIrN8O3 (ωB97M-V/def2-TZVPD)
H 0.91120 -1.09624 -3.12314
N 2.12003 -0.17786 -1.62583
B 4.16907 0.67354 -0.24716
N 3.50960 -0.04127 -1.44846
C 4.12447 -0.31158 -2.62311
Ir 0.49555 0.66983 -0.77695
H 5.19816 -0.10020 -2.71354
C 3.14823 -0.79103 -3.52969
H 3.27633 -1.09639 -4.56131
C 1.92552 -0.76946 -2.85992
H 5.31201 0.99138 -0.43026
C -1.17496 -0.97986 4.04444
H -2.19942 -0.73359 4.44677
H -1.09075 -0.60256 2.98366
H -0.44148 -0.41698 4.69290
N 4.26539 -0.31735 0.99014
N 3.27154 1.88196 0.09115
N 3.07210 -0.89048 1.39172
N 1.86963 1.87812 0.04336
C 5.27757 -0.78891 1.80078
C 3.69392 3.15744 0.23781
H 6.35051 -0.46810 1.70826
H 4.76479 3.37760 0.15875
C 4.67094 -1.67337 2.72269
C 2.56355 3.98004 0.45374
C 3.28804 -1.68281 2.41017
C 1.44608 3.14857 0.39394
H 5.16351 -2.23504 3.52736
H 2.54030 5.04941 0.62494
H 2.49037 -2.21951 2.92354
H 0.37973 3.31051 0.58050
H -1.01164 -1.99917 4.09683
C -4.33507 -1.11852 1.57528
C -4.29313 0.08490 0.61624
C -3.54266 -0.03357 -0.73652
C -3.81181 -1.33008 -1.55305
C -3.70347 -2.71287 -0.87923
C -3.96331 1.21517 -1.66023
O -5.03137 1.72779 -1.50787
N -3.01414 1.64363 -2.68224
C -1.62887 1.68029 -2.41391
O -0.69354 2.25475 -3.00108
N -1.35508 0.88506 -1.26193
C -2.03307 0.01712 -0.44917
O -1.33845 -0.62719 0.39554
H -5.21280 -1.73468 1.32772
H -4.45153 -0.83004 2.63718
H -3.43197 -1.74170 1.54187
H -5.33127 0.34047 0.37872
H -3.90876 0.96054 1.16858
H -4.81722 -1.22098 -1.99325
H -3.09752 -1.33477 -2.39222
H -4.64253 -2.93142 -0.32925
H -3.57671 -3.50199 -1.65879
H -2.83524 -2.79231 -0.18976
H -3.33037 2.37372 -3.31671
```



No. 2
The following is a quantum chemistry calculation of C4H10N2O2 in the gas phase at a distorted geometry, from the OMol25 dataset.

Results
E_HOMO: -9.1 eV
Total charge: 0
Relative energy (zero: lowest compared OMol25 entry of this formula, charge and spin): 69.3 kcal/mol
SMILES string: C=C(O)[C@](N)(O)NC

The geometry in XYZ format:
```
18
C4H10N2O2 (ωB97M-V/def2-TZVPD)
C -2.05079 1.20648 1.07357
C -1.37086 0.40516 0.24209
O -1.99690 -0.09132 -0.90438
C 0.31539 0.19272 0.17119
N 0.96706 0.47910 1.38202
O 0.77030 1.06346 -0.80513
N 0.41187 -1.19323 -0.09032
C 1.75023 -1.47406 -0.85134
H -1.56841 1.65387 1.93583
H -3.12168 1.36221 0.98760
H -2.96102 -0.00479 -0.79622
H 1.20800 1.46036 1.40103
H 1.77436 -0.12142 1.47402
H -0.00389 1.24967 -1.36807
H -0.32769 -1.44329 -0.74275
H 1.80244 -0.99611 -1.83262
H 2.61692 -1.19681 -0.24838
H 1.78466 -2.55200 -1.02813
```



No. 3
The following is a quantum chemistry calculation of a molecular structure, C22H34BaCl2N5O4 at a distorted geometry, from the OMol25 dataset.

Results
E_HOMO: -3.5 eV
Total charge: -1
Relative energy (zero: lowest compared OMol25 entry of this formula, charge and spin): 0.0 kcal/mol

The geometry in XYZ format:
```
68
C22H34BaCl2N5O4 (ωB97M-V/def2-TZVPD)
O 0.14958 -0.44870 -3.65791
C -0.79775 0.42600 -3.39256
C -0.32817 1.82294 -3.79921
C 0.24246 2.70377 -2.89437
H 0.29366 2.44598 -1.82760
C 0.72008 3.94697 -3.33468
H 1.15178 4.63151 -2.60083
C 0.62635 4.28673 -4.68874
H 0.99782 5.25205 -5.03683
C 0.04886 3.38627 -5.59702
H -0.03641 3.63731 -6.65683
C -0.42125 2.15392 -5.15121
H -0.86578 1.42277 -5.83102
H -1.64366 0.21216 -4.09426
C -2.20209 -1.06591 -1.82019
C -1.63315 0.30908 -1.94037
H -3.14189 -1.14826 -2.39808
H -2.43420 -1.37630 -0.78772
H -1.49301 -1.78103 -2.25394
C -2.17649 1.42188 -1.41639
C -3.46745 1.51809 -0.67195
H -1.69255 2.38384 -1.54960
H -4.14808 2.24393 -1.14272
H -3.30129 1.86491 0.35968
H -3.98449 0.55146 -0.59668
Ba -0.86896 0.02796 1.21457
Cl 0.41085 2.66990 0.64306
Cl -3.57951 0.37935 2.47802
H 4.43842 1.60245 -2.45559
H 4.40451 1.82420 -0.15958
C 3.34241 1.58191 -2.41864
C 3.47384 1.29170 0.05028
N 2.91773 0.87267 -1.22296
H 2.93993 1.07109 -3.30108
C 1.95168 -0.05467 -1.25364
O 1.44320 -0.55972 -0.23444
H 3.65536 0.41643 0.68501
H 1.63470 -0.35901 -2.26869
H 2.97405 2.61725 -2.40865
H 2.76143 1.96215 0.55863
H -0.28758 -6.13811 0.91970
H 1.64958 -5.66966 -0.91507
C -0.90719 -5.49083 0.28751
C 0.86154 -5.08277 -1.40542
N -0.07241 -4.54536 -0.42938
H -1.62488 -4.94563 0.90107
C -0.12927 -3.23439 -0.16527
O -0.93397 -2.70466 0.63301
H 1.31785 -4.25092 -1.94953
H 0.60262 -2.63246 -0.73262
H -1.42705 -6.13075 -0.43319
H 0.33451 -5.73887 -2.10821
C 1.56652 -1.78394 5.88425
N 0.65792 -0.67776 5.63273
C 0.20903 0.09642 6.65101
C -0.70271 1.07863 6.40819
C -1.16525 1.21575 5.06323
N -0.56946 0.58536 4.05291
C 0.32034 -0.41383 4.30167
O 0.81227 -1.10518 3.38150
N -2.21317 2.01404 4.75780
H 1.67684 -1.88755 6.96497
H 2.54491 -1.59614 5.42848
H 1.16582 -2.71151 5.46304
H 0.61031 -0.15386 7.63266
H -1.13047 1.69567 7.18691
H -2.76554 2.34406 5.54037
H -2.76360 1.71919 3.92242
```



No. 4
The following is a quantum chemistry calculation of a molecular structure, C42H34Br2F7N12OSbSr at a distorted geometry, from the OMol25 dataset.

Results
E_HOMO: -2.7 eV
Total charge: -2
Relative energy (zero: lowest compared OMol25 entry of this formula, charge and spin): 12.9 kcal/mol

The geometry in XYZ format:
```
100
C42H34Br2F7N12OSbSr (ωB97M-V/def2-TZVPD)
Sr -0.20133 -0.51615 1.71602
C 1.50402 -3.56343 3.92654
C 1.06071 -3.99411 2.53650
N 1.43429 -3.03379 1.49731
C 2.87611 -2.75432 1.47563
C 3.79668 -3.97000 1.33901
C 0.98293 -3.46067 0.17549
C -0.52138 -3.55200 -0.02640
N -1.13789 -2.24654 0.13353
C -2.47275 -2.15732 0.06833
C -3.20330 -1.07248 0.65765
F -2.62362 -0.28306 1.63392
C -4.52781 -0.81079 0.43742
F -5.08647 0.23694 1.06633
C -5.31268 -1.61063 -0.38037
C -4.67512 -2.70623 -0.90616
F -5.37312 -3.53663 -1.71624
C -3.34190 -2.98620 -0.68895
F -2.84524 -4.06864 -1.34376
H 1.06020 -4.23266 4.66515
H 1.14357 -2.55591 4.13878
H 2.58820 -3.58579 4.05572
H -0.02545 -4.07423 2.54592
H 1.46315 -4.99464 2.29767
H 3.13404 -2.19545 2.37478
H 3.05183 -2.08116 0.63875
H 3.68523 -4.67065 2.16881
H 4.83454 -3.62993 1.32741
H 3.61624 -4.51812 0.41194
H 1.40768 -4.44716 -0.08933
H 1.37307 -2.72737 -0.53564
H -0.96984 -4.27089 0.66962
H -0.64168 -3.96898 -1.03307
H -6.35683 -1.40900 -0.55893
C 1.47342 -1.55916 -2.99680
C 2.45182 -0.56677 -2.43022
C 3.40874 0.06636 -3.25198
C 4.34404 0.88899 -2.68730
C 4.34593 1.09897 -1.29232
C 5.27539 1.90970 -0.59233
Br 6.66118 2.82488 -1.53530
C 5.19878 2.04609 0.76454
C 4.18630 1.42067 1.50046
Br 4.12877 1.66826 3.37418
C 3.17392 0.65210 0.90676
O 2.19499 0.15074 1.50399
C 3.32520 0.46077 -0.54804
N 2.40982 -0.34712 -1.13607
H 1.94218 -2.54593 -3.05741
H 1.14475 -1.27881 -3.99858
H 0.60540 -1.64491 -2.34305
H 3.39482 -0.10566 -4.32157
H 5.08560 1.38615 -3.29859
H 5.92254 2.65702 1.28776
N -2.26259 -0.21048 5.09634
C -1.60116 0.90904 4.61549
N -2.02173 2.13773 4.89156
N -1.14085 2.93630 4.26261
N -0.25009 2.22622 3.65374
N -0.49887 0.90680 3.86819
C -2.27210 -1.46796 4.49685
N -3.23206 -2.33589 4.79541
N -2.96423 -3.39938 4.01940
N -1.91279 -3.17768 3.30834
N -1.41314 -1.94434 3.59536
H -3.14515 0.01318 5.52576
F -2.07121 -0.47087 -6.45640
C -1.69178 -0.00713 -5.23896
C -2.30977 -0.51518 -4.11444
C -1.91388 -0.03552 -2.87398
C -0.92073 0.94076 -2.76876
C -0.31580 1.42098 -3.92502
C -0.70131 0.94964 -5.17653
Sb -0.32244 1.51084 -0.81055
C 0.69958 3.32823 -1.29924
C 0.11884 4.26798 -2.14669
C 0.78056 5.44533 -2.46675
C 2.02801 5.66339 -1.91671
F 2.68212 6.80842 -2.23430
C 2.62733 4.77210 -1.05453
C 1.94976 3.59836 -0.74665
C -2.15032 2.50275 -0.26218
C -2.19307 3.05346 1.01922
C -3.32621 3.70717 1.48486
C -4.40757 3.80954 0.63702
F -5.52584 4.44721 1.06623
C -4.40678 3.28246 -0.63890
C -3.26848 2.62319 -1.08341
H -3.07417 -1.27550 -4.20691
H -2.38509 -0.44423 -1.98522
H 0.46772 2.16635 -3.86079
H -0.24256 1.31010 -6.08806
H -0.86908 4.08942 -2.55732
H 0.34421 6.18843 -3.12120
H 3.59980 4.98874 -0.63220
H 2.40515 2.90584 -0.05188
H -1.34725 2.97074 1.69691
H -3.35581 4.09909 2.49306
H -5.28930 3.37762 -1.25807
H -3.26949 2.19236 -2.07815
```



No. 5
The following is a quantum chemistry calculation of 2 unconnected molecules or ions with the total composition C4H10S at a distorted geometry, from the OMol25 dataset.

Results
E_HOMO: -8.5 eV
Total charge: 0
Relative energy (zero: lowest compared OMol25 entry of this formula, charge and spin): 40.5 kcal/mol
SMILES string: C=C.CSC

The geometry in XYZ format:
```
15
C4H10S (ωB97M-V/def2-TZVPD)
C 2.03822 -0.42373 1.85660
C 3.26970 0.04460 1.70105
H 1.67828 -0.54871 2.87530
H 1.37150 -0.69651 1.02783
H 3.87571 0.21732 2.59284
H 3.79640 0.00163 0.75211
C -2.14160 -0.58718 0.01108
S -0.68689 0.32855 -0.74903
C -1.51599 0.86391 -2.40245
H -2.81907 0.08008 0.53473
H -2.58179 -1.05909 -0.85948
H -1.59653 -1.32304 0.61901
H -2.29296 0.14941 -2.60622
H -0.69296 1.02115 -3.14005
H -1.70200 1.93160 -2.21332
```